DFT (wB97M-V/def2-TZVPD) results for 2 unconnected molecules or ions with the total composition C10H16 in a non-equilibrium geometry.

The geometry in XYZ format:
```
26
Properties=species:S:1:pos:R:3:forces:R:3
C 0.3132 2.9688 2.0787 0.07 -0.34 -1.03
C 1.1218 1.7442 1.6005 0.25 0.05 0.49
C 0.3020 0.4801 1.5095 0.60 -0.13 -0.64
C 0.4526 -0.5436 2.4398 -0.33 0.51 0.47
C -0.1874 -1.7619 2.2834 0.14 0.47 0.01
C -1.0207 -1.9344 1.1924 -0.53 -0.38 0.62
C -1.2648 -0.9051 0.3008 0.37 -0.55 0.50
C -0.5323 0.2670 0.4239 -0.74 -0.02 -0.65
H 0.3482 3.0364 3.1609 -0.26 0.25 0.03
H -0.7036 2.8701 1.6955 -0.19 -0.10 0.45
H 0.6542 3.8789 1.5836 0.37 0.11 0.46
H 1.6340 1.9518 0.6595 -0.36 -0.05 -0.23
H 1.9531 1.5391 2.2799 -0.07 0.15 0.16
H 0.9516 -0.2807 3.3658 0.41 -0.36 -0.08
H -0.0865 -2.5284 3.0383 0.03 -0.10 -0.04
H -1.5963 -2.8474 1.1555 -0.03 -0.15 -0.30
H -2.0343 -1.0900 -0.4294 0.10 0.35 -0.46
H -0.6743 1.0022 -0.3634 0.17 0.27 0.26
C 0.6121 -0.5384 -3.7470 -0.75 -0.01 0.44
C -0.5401 -1.5002 -3.3105 1.54 1.18 -0.10
H 0.2028 0.2539 -4.3717 0.10 -0.06 -0.28
H 0.9388 -0.0354 -2.8348 0.41 0.00 -0.14
H 1.4497 -0.9932 -4.2674 0.06 -0.14 0.14
H -1.3732 -0.8147 -3.1958 -0.79 -0.71 -0.41
H -0.3181 -1.8318 -2.3200 0.16 -0.45 0.73
H -0.6023 -2.3871 -3.9279 -0.72 0.19 -0.37
```
Forces are in eV/Å.

Output
Structure (SMILES): CCc1ccccc1.CC
Energy relative to the best compared isomer or geometry (same formula, charge and spin), kcal/mol: 15.9
LUMO energy, eV: 0.984
2S+1: 1
E_HOMO, eV: -9.07
Kohn-Sham gap, eV: 10.06

So, what does the Mulliken scheme give us? The charges, in e, come out as:
1. C -1.026
2. C -0.939
3. C 0.417
4. C -0.277
5. C -0.670
6. C -0.292
7. C -0.853
8. C -0.055
9. H 0.291
10. H 0.327
11. H 0.312
12. H 0.378
13. H 0.392
14. H 0.349
15. H 0.376
16. H 0.360
17. H 0.492
18. H 0.407
19. C -0.795
20. C -0.662
21. H 0.262
22. H 0.178
23. H 0.320
24. H 0.220
25. H 0.127
26. H 0.360

DFT (wB97M-V/def2-TZVPD) results for 2 unconnected molecules or ions with the total composition C10H16 in a non-equilibrium geometry.

The geometry in XYZ format:
```
26
Properties=species:S:1:pos:R:3:forces:R:3
C 2.2068 0.9862 0.0979 1.11 1.07 -0.03
C 1.1236 1.4113 -0.8677 -0.19 -0.64 0.69
C 0.8191 2.7536 -0.9918 -1.79 -0.57 -1.02
C -0.4473 3.0892 -1.5379 1.90 2.02 -0.08
C -1.3103 2.1570 -2.0386 -1.62 -0.21 0.84
C -0.9719 0.8132 -1.9536 0.00 0.13 0.30
C 0.2512 0.4544 -1.4239 0.58 0.70 -0.84
H 3.2104 0.9982 -0.3630 -0.31 -0.25 0.12
H 2.0352 0.0327 0.5788 -0.11 -0.27 -0.23
H 2.2710 1.7312 0.9243 -0.12 -0.43 -0.55
H 1.5273 3.5221 -0.7561 0.10 0.26 0.59
H -0.6443 4.1823 -1.5895 -0.23 -0.94 -0.06
H -2.3457 2.4501 -2.2749 0.67 -0.12 -0.24
H -1.6995 0.0308 -2.1266 0.06 0.03 -0.64
H 0.5938 -0.5381 -1.6545 0.07 -0.45 0.87
C 0.0360 -2.1721 0.3301 -1.77 0.41 0.58
C -0.8271 -2.8102 1.4312 -0.23 0.53 0.22
C -1.0216 -1.8387 2.6138 0.97 -0.20 -0.79
H -0.4216 -1.1843 0.2044 0.14 -0.17 -0.38
H -0.1371 -2.7503 -0.5749 0.68 0.15 -0.27
H 1.0672 -1.9566 0.5910 0.21 -0.59 -0.02
H -1.8649 -2.9921 1.0065 1.34 -0.36 0.43
H -0.3243 -3.7140 1.8153 -0.66 0.00 -0.28
H -0.0417 -1.4182 2.8995 -0.12 -0.90 0.79
H -1.4472 -0.9090 2.2926 -1.10 0.34 -0.41
H -1.6371 -2.3287 3.3678 0.41 0.44 0.41
```
Forces are in eV/Å.

Output
Structure (SMILES): Cc1ccccc1.CCC
Energy relative to the best compared isomer or geometry (same formula, charge and spin), kcal/mol: 27.7
LUMO energy, eV: 1.019
2S+1: 1
E_HOMO, eV: -8.96
Kohn-Sham gap, eV: 9.97

So, what does the Mulliken scheme give us? The charges, in e, come out as:
1. C -1.152
2. C 0.480
3. C -0.552
4. C -0.287
5. C -0.575
6. C -0.173
7. C -0.470
8. H 0.307
9. H 0.162
10. H 0.345
11. H 0.419
12. H 0.292
13. H 0.307
14. H 0.379
15. H 0.538
16. C -0.867
17. C -0.239
18. C -1.195
19. H 0.117
20. H 0.344
21. H 0.293
22. H 0.265
23. H 0.290
24. H 0.294
25. H 0.354
26. H 0.323

DFT (wB97M-V/def2-TZVPD) results for 2 unconnected molecules or ions with the total composition C10H16 in a non-equilibrium geometry.

The geometry in XYZ format:
```
26
Properties=species:S:1:pos:R:3:forces:R:3
C -3.5739 1.0510 0.2195 -0.63 -0.92 -0.73
C -2.2508 0.8976 1.0142 -1.46 0.66 -1.02
C -1.2035 1.4542 0.2173 2.91 -2.50 4.87
C 0.1393 1.3532 0.7521 -1.73 0.24 1.42
C 0.3029 0.9098 2.1215 0.43 -0.43 -0.44
C -0.7670 0.3247 2.7930 -1.93 1.64 -2.81
C -2.0998 0.3548 2.2886 2.19 0.67 -1.46
H -4.6244 0.6534 0.4874 2.01 0.47 0.44
H -3.3471 0.5469 -0.7648 -0.46 0.71 0.78
H -3.6522 2.1287 0.0528 -0.39 -0.16 -0.25
H -1.4308 1.8698 -0.6901 -0.28 0.81 -2.20
H 1.0436 1.6371 0.2175 -0.39 0.26 -0.07
H 1.2736 0.9682 2.7130 -1.10 -0.18 -1.40
H -0.7609 -0.1676 3.6754 1.09 -1.08 3.04
H -2.9092 -0.0192 2.8894 -0.24 -0.17 -0.14
C 3.0395 -0.3245 -1.3660 -0.65 -0.33 1.91
C 1.7274 -1.1486 -1.2099 -1.60 2.05 -2.60
C 1.7486 -2.2630 -2.3264 -4.56 -2.73 6.14
H 3.3998 -0.0494 -0.3494 0.17 -0.09 -0.75
H 2.7691 0.5892 -1.8681 0.28 0.33 -0.36
H 3.8023 -0.8626 -1.9241 0.11 0.02 0.14
H 1.4654 -1.5840 -0.2329 0.62 0.11 -0.37
H 0.8766 -0.3463 -1.3992 1.37 -1.80 0.34
H 2.1478 -2.1436 -3.2436 1.44 0.85 -2.79
H 2.2308 -3.0357 -1.6784 0.42 0.01 -1.41
H 0.6527 -2.7941 -2.3890 2.39 1.54 -0.28
```
Forces are in eV/Å.

Output
Structure (SMILES): Cc1ccccc1.CCC
Energy relative to the best compared isomer or geometry (same formula, charge and spin), kcal/mol: 57.4
LUMO energy, eV: 0.959
2S+1: 1
E_HOMO, eV: -8.91
Kohn-Sham gap, eV: 9.86

So, what does the Mulliken scheme give us? The charges, in e, come out as:
1. C -1.296
2. C 0.892
3. C -0.710
4. C -0.390
5. C -0.699
6. C -0.286
7. C -0.696
8. H 0.308
9. H 0.299
10. H 0.311
11. H 0.528
12. H 0.544
13. H 0.279
14. H 0.489
15. H 0.415
16. C -1.155
17. C 0.123
18. C -1.263
19. H 0.237
20. H 0.295
21. H 0.438
22. H 0.313
23. H -0.004
24. H 0.458
25. H 0.322
26. H 0.245

DFT (wB97M-V/def2-TZVPD) results for 2 unconnected molecules or ions with the total composition C10H16 in a non-equilibrium geometry.

The geometry in XYZ format:
```
26
Properties=species:S:1:pos:R:3:forces:R:3
C -1.0321 2.7283 2.1695 -0.76 -0.15 0.85
C 0.0111 3.4080 1.4385 3.34 2.25 -1.82
C -1.2966 1.5605 1.2333 -3.20 -2.11 -1.57
H -1.7823 3.5840 2.3116 -0.08 -2.16 -0.30
H -0.7540 2.3881 3.1744 0.17 0.26 -0.20
H 1.0066 2.8922 1.5218 -0.50 0.96 0.55
H -0.0993 3.3412 0.3244 -0.57 0.23 0.76
H -2.0860 2.1050 0.4767 1.82 -2.28 1.31
H 0.0042 4.5091 1.6486 0.87 -0.96 -0.01
H -1.7205 0.5755 1.7214 0.01 2.11 -0.76
H -0.4227 1.0593 0.6189 -1.54 2.01 1.32
C 1.7921 0.2197 0.3699 -2.81 2.61 1.71
C -0.5614 -2.6799 -0.4344 -1.26 -1.81 2.40
C -0.6590 -2.6689 -1.8101 3.07 4.19 4.14
C 0.1352 -1.7320 0.3037 -0.80 0.02 0.47
C 0.8396 -0.6814 -0.3542 1.80 0.69 0.79
C 0.0561 -1.5795 -2.3798 -0.06 0.18 -1.27
C 0.7646 -0.6179 -1.7260 0.96 0.53 -1.11
H -1.0716 -3.4642 0.1751 0.44 0.61 -0.74
H -1.0338 -3.3561 -2.4043 -2.19 -3.28 -2.45
H 0.1347 -1.6767 1.4052 -0.13 -0.53 -0.66
H 0.0147 -1.6451 -3.4293 0.43 0.59 -1.36
H 1.7391 0.2221 1.4776 -0.05 -0.77 -0.58
H 1.5202 1.3477 0.2191 0.08 -1.84 -0.36
H 1.4616 0.1062 -2.2058 -1.09 -0.61 -0.08
H 2.7918 0.2708 0.1034 2.04 -0.74 -1.03
```
Forces are in eV/Å.

Output
Energy relative to the best compared isomer or geometry (same formula, charge and spin), kcal/mol: 60.2
LUMO energy (alpha / beta), eV: -4.417 / -8.509
2S+1: 2
E_HOMO (alpha / beta), eV: -13.41 / -13.41
Kohn-Sham gap (alpha / beta), eV: 9.00 / 4.90
Net charge: +1

So, what does the Mulliken scheme give us? The charges, in e, come out as:
1. C -0.145
2. C -1.029
3. C -0.736
4. H 0.239
5. H 0.285
6. H 0.176
7. H 0.326
8. H 0.286
9. H 0.359
10. H 0.277
11. H -0.007
12. C -1.319
13. C -0.402
14. C -0.721
15. C -0.096
16. C 0.876
17. C -0.218
18. C -0.442
19. H 0.336
20. H 0.616
21. H 0.413
22. H 0.391
23. H 0.343
24. H 0.296
25. H 0.401
26. H 0.495